[1]
The ion C5H9N3 with charge -1, computed with wB97M-V/def2-TZVPD.

Computed properties:
**Largest force on an atom**: 0.928 eV/Å
**Energy above the lowest of the compared OMol25 structures with the same formula, charge and spin**: 0.0000 eV
**E_HOMO (alpha / beta)**: 1.206 / -4.753 eV
**⟨S²⟩**: 0.75
**2S+1**: 2
**DFT total energy**: -9799.9396 eV
**Total charge**: -1
**E_LUMO (alpha / beta)**: 3.59 / 3.52 eV
**Orbital gap (alpha / beta)**: 2.39 / 8.27 eV

The geometry in XYZ format:
```
17
Properties=species:S:1:pos:R:3:mulliken_spin:R:1
C -0.153 -0.562 1.577 0.120
C -1.038 -0.057 0.429 0.133
C -0.244 0.178 -0.815 -0.095
C 0.592 1.224 -1.090 1.262
N 1.244 0.906 -2.240 -0.082
C 0.784 -0.300 -2.631 2.048
N -0.103 -0.782 -1.797 -0.041
N -0.798 -0.337 2.881 -0.013
H 0.818 -0.077 1.532 -0.038
H 0.040 -1.625 1.425 0.004
H -1.654 0.770 0.745 -0.036
H -1.754 -0.845 0.211 0.035
H 0.850 2.137 -0.585 -0.600
H 1.919 1.449 -2.798 -0.954
H 1.084 -0.757 -3.553 -0.721
H -1.447 -1.086 3.069 -0.023
H -0.141 -0.237 3.641 -0.001
```


[2]
The molecule C20H25N3O4S, computed with wB97M-V/def2-TZVPD.

Computed properties:
**Largest force on an atom**: 0.994 eV/Å
**Energy above the lowest of the compared OMol25 structures with the same formula, charge and spin**: 3.0111 eV
**E_HOMO**: -8.566 eV
**DFT total energy**: -44641.0548 eV
**E_LUMO**: 0.54 eV
**Orbital gap**: 9.11 eV
**SMILES string**: Cc1ccc(NS(=O)(=O)c2ccc(OCC(=O)N3CCN(C)CC3)cc2)cc1

The geometry in XYZ format:
```
53
Properties=species:S:1:pos:R:3:nbo_charge:R:1
C 4.449 4.247 0.298 -0.624
C 4.575 2.757 0.401 -0.038
C 4.932 1.986 -0.697 -0.186
C 5.065 0.614 -0.599 -0.273
C 4.832 -0.022 0.616 0.210
N 4.960 -1.410 0.709 -0.862
S 4.251 -2.406 -0.445 2.323
O 4.907 -2.225 -1.702 -0.928
O 4.234 -3.707 0.152 -0.937
C 2.591 -1.753 -0.536 -0.390
C 2.262 -0.826 -1.502 -0.156
C 1.003 -0.251 -1.507 -0.268
C 0.074 -0.614 -0.534 0.326
O -1.185 -0.123 -0.443 -0.496
C -1.604 0.868 -1.363 -0.159
C -3.010 1.354 -0.982 0.662
O -3.201 2.533 -0.752 -0.617
N -3.994 0.439 -0.976 -0.425
C -3.871 -0.989 -1.151 -0.219
C -4.141 -1.688 0.183 -0.232
N -5.473 -1.344 0.645 -0.439
C -5.840 -2.077 1.836 -0.405
C -5.580 0.092 0.834 -0.231
C -5.308 0.807 -0.488 -0.232
C 0.420 -1.565 0.433 -0.259
C 1.678 -2.126 0.434 -0.157
C 4.477 0.741 1.724 -0.266
C 4.358 2.113 1.614 -0.184
H 5.325 4.728 0.734 0.220
H 3.573 4.599 0.839 0.218
H 4.371 4.559 -0.740 0.215
H 5.115 2.466 -1.648 0.210
H 5.356 0.019 -1.449 0.243
H 4.825 -1.788 1.635 0.410
H 2.992 -0.570 -2.252 0.242
H 0.758 0.473 -2.267 0.222
H -0.947 1.744 -1.317 0.215
H -1.612 0.477 -2.390 0.190
H -2.887 -1.262 -1.520 0.222
H -4.630 -1.306 -1.875 0.202
H -4.088 -2.770 0.043 0.206
H -3.361 -1.387 0.906 0.170
H -6.863 -1.822 2.108 0.202
H -5.792 -3.144 1.626 0.201
H -5.184 -1.857 2.692 0.164
H -6.593 0.324 1.171 0.207
H -4.866 0.457 1.594 0.169
H -5.332 1.889 -0.356 0.250
H -6.054 0.505 -1.229 0.199
H -0.318 -1.839 1.171 0.230
H 1.963 -2.866 1.165 0.239
H 4.302 0.255 2.674 0.208
H 4.086 2.694 2.483 0.211
```


[3]
The molecule C18H20N4O2, computed with wB97M-V/def2-TZVPD.

Computed properties:
**Largest force on an atom**: 0.933 eV/Å
**Energy above the lowest of the compared OMol25 structures with the same formula, charge and spin**: 2.0529 eV
**E_HOMO**: -9.240 eV
**DFT total energy**: -29044.8085 eV
**E_LUMO**: 0.62 eV
**Orbital gap**: 9.86 eV
**SMILES string**: CCOC1(OCC)N=C(N)[C@@]2(C#N)[C@@H](c3cccc(C)c3)[C@@]12C#N

The geometry in XYZ format:
```
44
Properties=species:S:1:pos:R:3:nbo_charge:R:1
C 4.304 1.799 0.954 -0.620
C 3.000 1.111 1.318 -0.068
O 2.444 0.553 0.127 -0.558
C 1.166 0.009 0.276 0.690
O 0.175 0.962 0.482 -0.534
C -0.042 1.919 -0.548 -0.063
C 0.902 3.115 -0.506 -0.639
N 1.123 -0.898 1.392 -0.513
C 0.994 -2.105 1.006 0.488
N 0.973 -3.166 1.832 -0.793
C 0.829 -2.293 -0.481 -0.240
C 1.414 -3.433 -1.077 0.288
N 1.875 -4.393 -1.498 -0.277
C -0.369 -1.614 -1.116 -0.158
C -1.602 -1.196 -0.400 0.055
C -1.995 -1.714 0.824 -0.226
C -3.166 -1.266 1.415 -0.192
C -3.948 -0.315 0.791 -0.204
C -3.583 0.195 -0.451 0.001
C -4.440 1.219 -1.130 -0.631
C -2.415 -0.262 -1.038 -0.236
C 0.940 -0.865 -1.006 -0.178
C 1.650 -0.506 -2.174 0.296
N 2.180 -0.192 -3.140 -0.284
H 4.124 2.620 0.266 0.209
H 4.973 1.090 0.476 0.216
H 4.773 2.186 1.855 0.213
H 2.283 1.815 1.755 0.181
H 3.173 0.304 2.039 0.186
H -1.073 2.245 -0.381 0.194
H 0.025 1.437 -1.531 0.168
H 0.889 3.570 0.481 0.210
H 1.914 2.806 -0.748 0.222
H 0.574 3.849 -1.239 0.215
H 1.226 -3.001 2.792 0.413
H 1.117 -4.087 1.454 0.408
H -0.570 -1.959 -2.130 0.255
H -1.406 -2.468 1.319 0.216
H -3.465 -1.668 2.371 0.214
H -4.855 0.034 1.263 0.210
H -4.053 1.463 -2.116 0.215
H -4.475 2.132 -0.536 0.221
H -5.460 0.853 -1.234 0.222
H -2.122 0.117 -2.007 0.209
```


[4]
The molecule C5H8N2O at a distorted geometry, computed with wB97M-V/def2-TZVPD.

Computed properties:
**Largest force on an atom**: 6.485 eV/Å
**Energy above the lowest of the compared OMol25 structures with the same formula, charge and spin**: 5.9156 eV
**E_HOMO**: -8.867 eV
**DFT total energy**: -10336.8105 eV
**E_LUMO**: -0.11 eV
**Orbital gap**: 8.76 eV
**SMILES string**: [H]/N=C\N1[C@H](C=O)[C@@H]1C

The geometry in XYZ format:
```
16
Properties=species:S:1:pos:R:3:nbo_charge:R:1
H 2.238 1.025 -0.698 0.347
N 1.968 0.351 -1.356 -0.652
C 0.754 0.277 -1.483 0.347
N -0.359 0.706 -0.596 -0.506
C -0.382 0.917 0.865 -0.224
C 0.554 -0.065 1.537 0.343
O 1.215 -0.899 0.793 -0.530
C -1.579 0.274 -0.150 0.061
C -1.909 -1.260 0.217 -0.682
H 0.121 -0.191 -2.386 0.154
H -0.408 2.083 1.142 0.240
H 0.601 -0.267 2.674 0.165
H -2.418 1.039 -0.580 0.220
H -0.956 -1.812 0.275 0.242
H -2.112 -1.064 1.471 0.226
H -2.679 -1.879 -0.489 0.249
```